(1)
Here is a single C2H5NS2 molecule at a distorted geometry from the OMol25 dataset. Energies are from the ωB97M-V functional and the def2-TZVPD basis.

## Properties
- Max |F|: 2.4 eV/A
- Gap between HOMO and LUMO: 9.0 eV
- Charge: 0
- HOMO level: -8.54 eV
- LUMO: 0.46 eV
- SMILES: NC(=S)CS

```
10
C2H5NS2 the ωB97M-V functional and the def2-TZVPD basis
N -0.10 -0.48 1.34
C 0.72 0.05 0.37
S 2.39 0.02 0.45
C 0.00 0.71 -0.75
S -1.67 -0.03 -1.16
H 0.37 -0.96 2.09
H -1.16 -0.46 1.22
H -0.04 1.78 -0.56
H 0.68 0.62 -1.60
H -1.19 -1.25 -1.41
```

(2)
Here is 2 unconnected molecules or ions with the total composition C2H5NS2 at a distorted geometry from the OMol25 dataset. Energies are from the ωB97M-V functional and the def2-TZVPD basis.

## Properties
- Max |F|: 3.6 eV/A
- Gap between HOMO and LUMO (spin up / spin down): 7.1 / 7.2 eV
- Charge: 0
- HOMO level (spin up / spin down): -8.23 / -8.21 eV
- LUMO (spin up / spin down): -1.13 / -1.06 eV

```
10
C2H5NS2 the ωB97M-V functional and the def2-TZVPD basis
C -0.24 0.68 0.78
C 0.56 -0.76 -1.22
N -0.64 1.23 1.90
S -0.47 2.32 -1.31
S 0.01 -1.05 0.52
H 1.19 0.10 -1.08
H -0.20 -0.50 -1.83
H 1.09 -1.55 -1.80
H -1.00 2.17 1.71
H -1.01 0.81 2.74
```

Copy entry 2 word for word.
Here is 2 unconnected molecules or ions with the total composition C2H5NS2 at a distorted geometry from the OMol25 dataset. Energies are from the ωB97M-V functional and the def2-TZVPD basis.

## Properties
- Max |F|: 3.6 eV/A
- Gap between HOMO and LUMO (spin up / spin down): 7.1 / 7.2 eV
- Charge: 0
- HOMO level (spin up / spin down): -8.23 / -8.21 eV
- LUMO (spin up / spin down): -1.13 / -1.06 eV

```
10
C2H5NS2 the ωB97M-V functional and the def2-TZVPD basis
C -0.24 0.68 0.78
C 0.56 -0.76 -1.22
N -0.64 1.23 1.90
S -0.47 2.32 -1.31
S 0.01 -1.05 0.52
H 1.19 0.10 -1.08
H -0.20 -0.50 -1.83
H 1.09 -1.55 -1.80
H -1.00 2.17 1.71
H -1.01 0.81 2.74
```

Repeat the first record exactly.
Here is a single C2H5NS2 molecule at a distorted geometry from the OMol25 dataset. Energies are from the ωB97M-V functional and the def2-TZVPD basis.

## Properties
- Max |F|: 2.4 eV/A
- Gap between HOMO and LUMO: 9.0 eV
- Charge: 0
- HOMO level: -8.54 eV
- LUMO: 0.46 eV
- SMILES: NC(=S)CS

```
10
C2H5NS2 the ωB97M-V functional and the def2-TZVPD basis
N -0.10 -0.48 1.34
C 0.72 0.05 0.37
S 2.39 0.02 0.45
C 0.00 0.71 -0.75
S -1.67 -0.03 -1.16
H 0.37 -0.96 2.09
H -1.16 -0.46 1.22
H -0.04 1.78 -0.56
H 0.68 0.62 -1.60
H -1.19 -1.25 -1.41
```

Which value of max |F| does entry 2 give?
3.6 eV/A

What did the first record say?
Here is a single C2H5NS2 molecule at a distorted geometry from the OMol25 dataset. Energies are from the ωB97M-V functional and the def2-TZVPD basis.

## Properties
- Max |F|: 2.4 eV/A
- Gap between HOMO and LUMO: 9.0 eV
- Charge: 0
- HOMO level: -8.54 eV
- LUMO: 0.46 eV
- SMILES: NC(=S)CS

```
10
C2H5NS2 the ωB97M-V functional and the def2-TZVPD basis
N -0.10 -0.48 1.34
C 0.72 0.05 0.37
S 2.39 0.02 0.45
C 0.00 0.71 -0.75
S -1.67 -0.03 -1.16
H 0.37 -0.96 2.09
H -1.16 -0.46 1.22
H -0.04 1.78 -0.56
H 0.68 0.62 -1.60
H -1.19 -1.25 -1.41
```